71
Properties=species:S:1:pos:R:3:forces:R:3 method="wB97M-V/def2-TZVPD" homo_energy_ev="-1.73 / -2.36" gap_ev="5.74 / 6.38" total_charge=-2 multiplicity=3
Mo 0.021322 0.493455 -1.232873 0.224 -0.459 -1.786
Br -0.135450 -4.587598 -6.050044 0.094 -0.116 -0.084
C -0.627422 -3.332170 -4.726742 -0.226 0.026 0.091
C -1.913276 -3.335453 -4.209442 0.235 0.097 -0.063
Br -3.181821 -4.600002 -4.803036 -0.137 -0.146 -0.016
C -2.284598 -2.367962 -3.259970 0.028 0.036 0.108
Br -4.048210 -2.269180 -2.594040 -0.141 0.126 0.028
C -1.373998 -1.423828 -2.814856 0.149 -0.252 -0.452
O -1.635429 -0.413148 -2.035225 -0.019 0.174 0.201
C -0.036405 -1.442957 -3.323998 -0.582 -0.092 -0.306
O 0.700787 -0.465223 -2.918293 0.462 -0.155 -0.390
C 0.305060 -2.379477 -4.292155 -0.011 0.016 0.108
Br 2.035702 -2.268524 -5.025105 0.158 0.077 0.018
O 0.209158 -1.413881 1.912449 0.035 0.117 -0.099
S 0.935486 -2.004308 0.813742 -0.065 -0.716 0.593
O 0.822326 -3.446469 0.722345 0.089 0.141 -0.230
O 0.680139 -1.383112 -0.512525 -0.065 -0.425 0.497
C 2.651153 -1.752273 1.337277 -0.179 0.128 -0.077
C 3.020383 -2.593145 2.382974 -0.013 0.043 -0.089
C 4.241078 -2.429146 3.014193 0.002 -0.013 -0.016
C 5.098116 -1.411105 2.616279 0.038 -0.057 -0.029
C 4.742439 -0.584126 1.565835 -0.058 0.123 -0.029
C 3.522166 -0.753771 0.927585 -0.303 0.033 -0.088
S 3.129867 0.269056 -0.483284 1.395 0.128 0.188
O 4.203400 1.237787 -0.585765 -0.138 0.093 0.290
O 3.054060 -0.654940 -1.580360 -0.035 0.041 -0.044
O 1.843493 0.923014 -0.090599 0.244 -0.114 -0.244
H 2.315666 -3.359192 2.674811 0.088 -0.068 0.092
H 4.526504 -3.093049 3.820634 -0.032 0.002 0.049
H 6.042447 -1.264817 3.125588 0.037 -0.002 -0.004
H 5.372804 0.223483 1.220399 0.082 -0.021 0.024
S 1.519364 4.367313 -3.244347 -0.136 -0.260 0.073
C 2.690588 3.132961 -3.554419 -0.270 0.246 0.049
C 2.324277 1.928217 -3.051366 0.315 -0.115 -0.208
C 1.067808 1.940412 -2.377944 -0.036 0.848 0.057
C 0.521977 3.201998 -2.425144 0.646 -0.191 -0.254
C -0.828134 3.338005 -1.996258 -0.467 -0.214 0.101
C -1.607124 4.495606 -2.014755 0.295 0.003 0.003
C -2.942563 4.413233 -1.688850 -0.142 -0.456 0.045
C -3.471103 3.167364 -1.363124 -0.159 0.458 -0.150
C -2.636810 2.072689 -1.316835 0.242 -0.477 -0.072
N -1.335493 2.132286 -1.621047 -0.675 1.284 -0.037
H 3.587461 3.396021 -4.091761 0.065 -0.077 0.020
H 2.937187 1.046903 -3.154029 -0.048 -0.061 -0.003
H -1.133004 5.427788 -2.292185 -0.053 0.031 -0.019
H -3.579725 5.288366 -1.698032 0.035 0.057 -0.018
H -4.519941 3.052146 -1.132723 0.005 -0.055 0.074
H -2.998613 1.088347 -1.059895 -0.016 0.019 0.011
Br 2.980781 1.155109 4.668019 0.050 -0.063 -0.038
C 1.100629 1.233984 4.381723 0.140 0.136 0.161
C 0.275384 1.338890 5.491068 -0.009 0.024 -0.102
C -1.093059 1.434133 5.290136 0.042 -0.053 0.094
C -1.610092 1.421989 4.004931 -0.099 -0.004 -0.178
C -0.765876 1.320155 2.907298 0.421 0.025 0.109
C 0.612449 1.226511 3.093278 -0.244 -0.063 -0.061
C -1.322093 1.394181 1.512435 -0.406 0.216 -0.570
O -2.433996 1.902549 1.353856 0.006 -0.155 0.241
O -0.569185 0.960175 0.571875 -0.472 0.467 2.085
H 0.700261 1.360999 6.485233 0.002 -0.025 0.005
H -1.748339 1.527275 6.148130 -0.039 -0.037 -0.023
H -2.675106 1.494237 3.828750 0.002 0.058 -0.017
H 1.253697 1.149154 2.226532 0.059 -0.041 -0.021
N -3.927358 -2.105247 1.754742 -0.059 -0.008 -0.027
C -3.234631 -3.245479 1.421005 0.070 -0.179 -0.120
C -2.273584 -2.845575 0.539953 -0.207 -0.043 0.113
N -2.357921 -1.494312 0.329440 -0.263 -0.054 0.416
C -3.353083 -1.080479 1.064554 0.023 -0.041 -0.090
H -4.705132 -2.046533 2.383724 0.001 0.055 0.012
H -3.487488 -4.211115 1.822018 0.011 -0.002 0.040
H -1.508615 -3.438418 0.071857 0.028 -0.059 -0.027
H -3.690741 -0.059785 1.136362 -0.016 0.042 0.082